Record 1
The following is a DFT calculation (ωB97M-V/def2-TZVPD) of a molecular structure, C16H41InNO13P2 in a non-equilibrium geometry.

```
74
Properties=species:S:1:pos:R:3:mulliken_charge:R:1
O 0.044 2.013 -5.353 -0.453
N 0.828 2.013 -4.436 0.137
O 0.257 1.861 -3.265 -0.449
In 1.832 1.632 -1.811 0.974
C 0.997 0.420 -0.104 -0.921
O 1.484 1.002 1.129 -0.302
C 2.124 0.139 1.985 -0.392
O 1.347 -0.101 3.164 -0.329
C 1.999 0.303 4.348 -0.622
C 1.888 1.814 4.648 -0.210
O 3.123 2.402 5.025 -0.569
H 3.195 0.753 -2.527 -0.372
H 2.415 3.220 -1.296 -0.364
H 1.341 -0.603 -0.269 0.388
H -0.096 0.427 -0.110 0.283
H 3.058 0.627 2.302 0.339
H 2.404 -0.819 1.537 0.263
H 3.047 -0.018 4.369 0.494
H 1.498 -0.239 5.157 0.317
H 1.141 1.959 5.437 0.247
H 1.527 2.312 3.749 0.260
H 3.457 1.958 5.808 0.292
O -4.019 4.517 4.424 -0.798
P -3.677 3.257 5.108 1.041
O -4.943 2.250 4.885 -0.357
C -5.632 2.199 3.635 -0.314
C -4.912 1.382 2.581 -0.893
O -3.835 3.628 6.683 -0.339
C -4.162 4.952 7.092 -0.312
C -5.660 5.192 7.096 -0.973
O -2.563 2.189 5.498 -0.327
C -2.297 0.966 4.803 -0.468
C -1.472 1.159 3.545 -0.259
H -5.823 3.208 3.264 0.302
H -6.602 1.746 3.844 0.344
H -3.923 1.792 2.374 0.145
H -5.478 1.385 1.649 0.420
H -4.793 0.345 2.896 0.253
H -3.647 5.683 6.470 0.333
H -3.770 5.072 8.104 0.338
H -6.133 4.810 6.192 0.261
H -5.879 6.258 7.179 0.339
H -6.126 4.678 7.939 0.274
H -3.220 0.416 4.625 0.295
H -1.725 0.357 5.505 0.398
H -1.825 2.009 2.957 0.274
H -1.497 0.262 2.928 0.342
H -0.439 1.355 3.793 -0.343
O 1.512 -2.962 -7.329 -0.820
P 2.302 -2.983 -6.081 0.864
O 2.114 -4.489 -5.456 -0.377
C 2.078 -5.634 -6.299 -0.337
C 3.449 -6.095 -6.757 -0.894
O 1.453 -2.091 -5.052 -0.140
C 0.254 -1.416 -5.449 0.032
C -0.963 -2.316 -5.343 -1.053
O 3.636 -2.562 -5.303 -0.266
C 4.809 -3.348 -5.157 -0.235
C 5.696 -3.325 -6.392 -1.087
H 1.436 -5.451 -7.163 0.304
H 1.608 -6.427 -5.713 0.345
H 3.957 -5.310 -7.318 0.130
H 3.358 -6.969 -7.404 0.409
H 4.077 -6.371 -5.909 0.248
H 0.360 -1.009 -6.453 0.357
H 0.135 -0.564 -4.783 0.028
H -0.777 -3.306 -5.760 0.265
H -1.812 -1.872 -5.864 0.348
H -1.238 -2.460 -4.296 0.286
H 4.563 -4.359 -4.834 0.264
H 5.356 -2.899 -4.328 0.361
H 5.114 -3.441 -7.308 0.313
H 6.446 -4.116 -6.342 0.337
H 6.219 -2.372 -6.467 0.333
```

Its spin multiplicity is 1. As for the charge: -1.

***

Record 2
The following is a DFT calculation (ωB97M-V/def2-TZVPD) of 5 unconnected molecules or ions with the total composition C16H41N5O4PS in a non-equilibrium geometry.

```
68
Properties=species:S:1:pos:R:3:mulliken_charge:R:1
C -3.177 2.134 2.225 -0.995
C -1.945 1.064 1.859 -0.389
C -2.083 0.536 0.313 0.167
C -2.891 -0.897 0.274 -1.034
P -0.425 0.551 -0.634 0.658
N -0.370 2.142 -1.513 -0.656
S 1.321 0.469 0.606 -0.392
H -2.821 2.952 3.010 0.302
H -4.108 1.539 2.674 0.262
H -3.566 2.719 1.289 0.291
H -0.933 1.618 2.053 0.257
H -2.073 0.173 2.641 0.321
H -2.791 1.321 -0.241 0.291
H -4.047 -0.614 0.177 0.152
H -2.801 -1.530 1.269 0.284
H -2.657 -1.546 -0.695 0.332
H -0.317 -0.478 -1.649 0.202
H -1.349 2.295 -1.851 0.358
H -0.173 2.827 -0.732 0.354
H 1.405 -0.771 1.260 0.329
C 1.546 -2.802 -0.397 0.976
O 1.308 -3.346 0.674 -0.606
N 2.007 -3.436 -1.531 0.089
C 2.265 -2.720 -2.762 -0.876
C 2.241 -4.865 -1.491 -0.963
H 1.402 -1.718 -0.537 -0.649
H 1.633 -3.135 -3.552 0.340
H 3.318 -2.844 -3.030 0.361
H 2.046 -1.654 -2.651 0.241
H 1.306 -5.372 -1.236 0.305
H 2.983 -5.083 -0.717 0.300
H 2.603 -5.224 -2.458 0.386
C 2.645 1.106 5.992 0.121
O 2.407 0.563 7.062 -0.565
N 3.106 0.472 4.858 0.121
C 3.364 1.189 3.626 -0.546
C 3.340 -0.957 4.897 -0.995
H 2.501 2.190 5.852 0.264
H 2.732 0.773 2.836 -0.102
H 4.417 1.064 3.359 0.368
H 3.145 2.255 3.737 0.308
H 2.405 -1.464 5.152 0.305
H 4.082 -1.174 5.672 0.316
H 3.702 -1.316 3.930 0.392
C -4.725 -1.531 -3.321 0.076
O -3.914 -0.791 -2.781 -0.563
N -5.746 -2.202 -2.682 0.124
C -6.667 -3.061 -3.395 -0.929
C -5.903 -2.043 -1.251 -0.840
H -4.697 -1.722 -4.407 0.297
H -7.684 -2.680 -3.259 0.335
H -6.596 -4.073 -2.985 0.338
H -6.434 -3.089 -4.463 0.294
H -6.067 -0.985 -1.026 0.298
H -4.985 -2.371 -0.753 0.217
H -6.749 -2.632 -0.887 0.398
C 4.806 3.058 -1.493 0.088
O 4.760 1.876 -1.809 -0.574
N 3.743 3.935 -1.525 0.144
C 3.878 5.323 -1.135 -0.913
C 2.448 3.456 -1.964 -0.655
H 5.741 3.526 -1.145 0.305
H 3.201 5.523 -0.299 0.316
H 3.611 5.957 -1.985 0.327
H 4.904 5.547 -0.828 0.306
H 2.130 2.640 -1.308 -0.072
H 2.537 3.073 -2.985 0.302
H 1.708 4.261 -1.936 0.397
```

Its spin multiplicity is 1. As for the charge: +1.

***

Record 3
The following is a DFT calculation (ωB97M-V/def2-TZVPD) of a molecular structure, C16H42BBrNbO11P2 in a non-equilibrium geometry.

```
74
Properties=species:S:1:pos:R:3:mulliken_charge:R:1
C 6.358 1.774 -1.182 -0.816
C 5.446 1.329 0.104 -0.205
O 4.968 -0.059 0.092 -0.304
B 4.060 -0.350 -1.028 0.596
O 4.088 -1.766 -1.542 -0.497
Nb 2.602 1.064 -2.060 -0.924
C 1.102 1.034 -0.321 -0.760
C -0.260 0.240 -0.799 0.575
O -1.317 0.901 -1.318 -0.537
Br -0.260 -1.762 -0.603 -0.127
H 7.360 1.157 -1.168 0.270
H 6.685 2.904 -0.979 0.279
H 5.806 1.786 -2.211 0.232
H 6.164 1.417 1.055 0.235
H 4.564 2.098 0.339 0.199
H 5.046 -1.873 -1.863 0.281
H 1.710 -0.359 -2.769 0.028
H 1.453 2.150 -2.986 0.110
H 3.396 2.565 -1.440 -0.019
H 3.712 1.103 -3.516 -0.032
H 0.803 2.150 -0.023 0.102
H 1.584 0.558 0.637 0.381
O -0.521 -8.677 0.092 -0.687
P -1.860 -7.928 0.300 1.109
O -1.181 -6.808 1.328 -0.325
C 0.002 -6.120 0.956 -0.462
C -0.308 -4.982 0.005 -0.790
O -2.424 -9.004 1.442 -0.343
C -2.273 -10.394 1.182 -0.362
C -1.140 -10.952 2.025 -1.079
O -3.357 -7.091 0.533 -0.494
C -3.738 -6.558 1.795 -0.063
C -3.677 -5.038 1.727 -1.056
H 0.741 -6.795 0.515 0.309
H 0.447 -5.719 1.867 0.289
H -0.883 -5.331 -0.858 0.240
H 0.614 -4.511 -0.347 0.484
H -0.908 -4.217 0.509 0.047
H -2.103 -10.576 0.118 0.329
H -3.211 -10.891 1.450 0.354
H -0.232 -10.344 1.949 0.274
H -0.900 -11.977 1.727 0.361
H -1.419 -10.957 3.082 0.292
H -3.127 -6.942 2.615 0.255
H -4.770 -6.876 1.991 0.415
H -3.130 -4.683 0.852 0.225
H -3.208 -4.633 2.629 0.286
H -4.686 -4.619 1.675 0.329
O -0.315 7.995 1.226 -0.712
P -0.400 6.631 0.497 1.013
O -0.932 7.318 -0.923 -0.314
C -0.239 8.418 -1.490 -0.334
C 0.995 7.956 -2.237 -1.000
O -1.880 6.237 1.153 -0.356
C -2.074 6.457 2.545 -0.383
C -2.935 7.689 2.753 -1.081
O -0.495 5.107 -0.317 -0.336
C -1.545 4.797 -1.224 -0.090
C -0.979 4.753 -2.636 -1.037
H 0.028 9.161 -0.733 0.321
H -0.921 8.910 -2.185 0.284
H 1.635 7.336 -1.602 0.277
H 1.572 8.813 -2.596 0.382
H 0.711 7.351 -3.105 0.241
H -1.116 6.549 3.063 0.334
H -2.582 5.579 2.958 0.366
H -2.575 8.546 2.172 0.269
H -2.966 7.971 3.810 0.365
H -3.959 7.500 2.417 0.288
H -2.380 5.499 -1.155 0.327
H -1.936 3.809 -0.953 0.429
H 0.014 5.200 -2.701 0.188
H -1.648 5.267 -3.334 0.267
H -0.894 3.717 -2.980 0.285
```

Its spin multiplicity is 1. As for the energy above the lowest of the compared OMol25 structures with the same formula, charge and spin: 6.645 eV. As for the charge: -1.

***

Record 4
The following is a DFT calculation (ωB97M-V/def2-TZVPD) of a molecular structure, C16H42Cl5FMgN2O4PSSi4 in a non-equilibrium geometry.

```
77
Properties=species:S:1:pos:R:3:mulliken_charge:R:1
C 3.711 1.467 0.530 0.023
C 5.104 1.719 1.098 -0.891
P 6.005 3.207 0.473 -0.126
C 6.393 2.675 -1.255 -0.966
Si 4.511 4.856 0.219 0.458
O 2.916 4.348 0.393 -0.275
Si 1.813 4.210 -0.779 0.099
C 0.575 2.889 -0.316 -0.118
N 0.054 3.250 1.017 -0.247
C -0.161 2.119 1.911 -0.771
C 2.608 3.821 -2.451 0.581
C 1.647 3.113 -3.305 0.301
O 0.712 3.512 -3.847 -0.417
Cl 2.076 1.343 -3.483 -0.356
S 0.647 6.082 -0.977 1.128
O -0.562 5.796 -1.688 -0.578
O 1.524 7.144 -1.359 -0.574
F 0.216 6.377 0.496 -0.189
H 2.980 2.040 1.090 0.187
H 3.627 1.751 -0.520 -0.052
H 3.413 0.423 0.618 0.164
H 5.050 1.760 2.185 0.441
H 5.763 0.884 0.857 0.402
H 5.538 2.655 -1.928 0.196
H 7.139 3.364 -1.642 0.348
H 6.831 1.681 -1.191 0.336
H 4.741 5.885 1.240 -0.174
H 4.728 5.466 -1.117 -0.112
H -0.222 2.788 -1.057 0.731
H 1.126 1.950 -0.246 -0.322
H -0.822 3.740 0.890 0.269
H 0.731 1.494 1.901 0.141
H -1.038 1.510 1.660 0.254
H -0.298 2.478 2.929 0.328
H 3.489 3.203 -2.299 -0.592
H 2.886 4.738 -2.976 0.460
Cl 0.352 -1.189 0.613 -0.032
C 0.710 -2.776 -0.145 -0.521
C 2.073 -3.301 0.233 -0.212
Cl 3.390 -2.257 -0.446 -0.180
H 0.611 -2.641 -1.252 0.172
H -0.065 -3.485 0.146 0.376
H 2.216 -4.298 -0.178 0.423
H 2.206 -3.331 1.309 0.340
C 2.470 3.998 -6.844 -0.064
Cl 3.703 4.563 -5.696 -0.136
Cl 3.065 2.686 -7.860 -0.154
H 1.617 3.640 -6.280 0.043
H 2.194 4.833 -7.475 0.350
C -3.130 -6.820 0.567 -0.978
Si -4.192 -5.638 1.556 0.110
C -3.838 -5.941 3.382 -0.957
C -5.995 -6.048 1.209 -0.988
N -3.822 -4.014 1.099 0.036
Si -4.491 -2.545 1.697 0.134
C -4.163 -2.313 3.537 -0.975
C -6.340 -2.401 1.383 -0.996
C -3.628 -1.163 0.784 -0.655
H -3.352 -7.853 0.842 0.307
H -3.312 -6.710 -0.504 0.278
H -2.068 -6.645 0.753 0.239
H -3.906 -7.015 3.573 0.363
H -4.554 -5.438 4.033 0.309
H -2.834 -5.611 3.653 0.273
H -6.272 -5.786 0.188 0.295
H -6.675 -5.539 1.893 0.310
H -6.133 -7.125 1.336 0.349
H -4.771 -2.978 4.150 0.305
H -4.411 -1.284 3.810 0.375
H -3.113 -2.488 3.781 0.272
H -6.585 -2.625 0.345 0.301
H -6.649 -1.374 1.595 0.346
H -6.917 -3.066 2.025 0.311
H -3.797 -1.248 -0.291 0.360
H -2.560 -1.269 0.970 -0.221
H -3.955 -0.171 1.105 0.314
Mg 1.468 -1.068 -1.671 0.691
```

Its spin multiplicity is 1. As for the energy above the lowest of the compared OMol25 structures with the same formula, charge and spin: 0.000 eV. As for the charge: +1.

***

no.,highest occupied orbital energy (hartree),total energy (eV),frontier orbital gap (eV)
1,-0.184,-69115.8209,7.34
2,-0.410,-53012.8330,7.72
3,-0.181,-130631.8737,4.16
4,-0.323,-150846.7108,2.08